No. 1
This record from the OMol25 dataset describes a structure of composition C10H8F6MnNO9S2 in a non-equilibrium geometry. The level of theory is ωB97M-V/def2-TZVPD.

ORCA input file:
```
! wB97M-V def2-TZVPD RIJCOSX def2/J DEFGRID3
* xyz 1 4
Mn 0.59687 -0.18844 0.11171
O -2.75976 1.58906 -0.52791
C -2.03106 0.83245 0.01868
O -0.91762 0.36396 -0.64876
C -2.19963 0.23787 1.39660
C -1.80419 -1.23692 1.34841
C -2.16469 -2.00082 2.60558
C -1.19185 -1.41506 3.66098
C -0.38768 -0.41003 2.86158
O -0.31531 -1.10209 1.52605
C -1.19729 0.82394 2.46463
C -0.23820 1.84998 1.91522
O -0.17975 2.99832 2.20164
O 0.69701 1.32160 1.05550
H -3.23528 0.38443 1.69228
H -1.98937 -1.74542 0.40792
H -1.99329 -3.06439 2.46164
H -3.21390 -1.84985 2.85266
H -0.54661 -2.18362 4.07750
H -1.70061 -0.91047 4.48048
H 0.62604 -0.22672 3.20314
H -1.71425 1.27708 3.30644
F 1.85764 0.60882 -1.52056
C 3.09332 0.00415 -1.78426
F 2.98170 -0.62344 -2.92133
F 3.98101 0.95080 -1.83019
S 3.44161 -1.16855 -0.36447
O 2.42764 -0.66564 0.62919
O 4.79584 -1.02777 -0.00748
N 3.01976 -2.58471 -0.88547
S 1.52892 -2.97114 -0.55853
O 1.26989 -3.49325 0.73833
O 0.62705 -1.81547 -0.96903
C 1.09287 -4.25973 -1.81789
F 1.35805 -3.81529 -3.02765
F -0.20170 -4.48337 -1.67392
F 1.79012 -5.33856 -1.54349
*
```

Calculated values
total energy: -3664.04593 hartree
HOMO energy (spin up / spin down): -0.5335 / -0.5357 Ha


No. 2
This record from the OMol25 dataset describes a structure of composition C30H53NP2V in a non-equilibrium geometry. The level of theory is ωB97M-V/def2-TZVPD.

ORCA input file:
```
! wB97M-V def2-TZVPD RIJCOSX def2/J DEFGRID3
* xyz 1 3
V -0.44961 0.21228 0.23418
C -1.95399 1.70985 0.28554
C -2.36204 0.79690 -0.75066
C -2.16222 -0.38058 1.23857
C -1.90743 0.99123 1.52269
C -2.48639 -0.49705 -0.16984
C -2.01903 3.23221 0.15448
H -1.69535 3.62652 -0.83661
H -1.42030 3.79478 0.89918
H -3.05914 3.61872 0.28180
C -1.94949 1.60808 2.87408
H -1.74639 2.68751 2.90599
H -1.21542 1.15387 3.54130
H -2.92408 1.46492 3.37671
C -2.43285 -1.45773 2.24855
H -3.50904 -1.56044 2.50776
H -1.92603 -1.26538 3.19856
H -2.10464 -2.47325 1.95302
C -3.35149 -1.65077 -0.65805
H -4.41653 -1.42082 -0.42443
H -3.16342 -2.61217 -0.13641
H -3.34355 -1.89028 -1.74105
C -3.16133 1.32718 -1.89849
H -4.10439 1.74532 -1.48402
H -3.46555 0.56696 -2.62783
H -2.69178 2.16416 -2.44072
C 1.26762 0.59457 -3.24371
C 0.24268 1.47372 -3.39327
C -0.33945 1.80471 -4.74345
C -1.22411 0.64647 -5.30960
C -1.28210 -0.59457 -4.43050
C -0.24343 -1.43911 -4.34158
C 1.06727 -1.19800 -5.05559
C 1.93933 -0.07504 -4.41227
H 0.46420 2.03174 -5.46499
H -0.78845 0.35607 -6.28003
H -0.94342 2.72747 -4.65941
H 2.20252 0.66209 -5.18737
H 1.65243 0.24792 -2.27710
H -0.28657 1.96549 -2.56804
H 2.89046 -0.51426 -4.06498
H 1.62612 -2.14505 -5.11821
H -0.36930 -2.43804 -3.89912
H 0.86056 -0.90788 -6.09807
H -2.23803 1.00706 -5.54860
H -2.26748 -0.87953 -4.03187
P 1.40910 1.92415 0.76229
C 1.08805 2.76712 2.35642
H 1.97067 3.38847 2.57849
H 0.93910 2.08863 3.20691
H 0.22078 3.44225 2.30007
C 3.12125 1.44058 0.99591
H 3.68136 2.27629 1.43273
H 3.61658 1.13119 0.06978
H 3.22577 0.61843 1.69529
C 1.65367 3.44261 -0.20928
H 2.14608 3.24711 -1.17126
H 2.31107 4.11485 0.37217
H 0.71737 3.98674 -0.40404
P 0.65755 -2.10474 -0.03635
C -0.50158 -3.45535 -0.46939
H 0.10543 -4.29515 -0.84505
H -1.29017 -3.23157 -1.19487
H -1.01152 -3.81874 0.44666
C 2.31582 -2.43110 -0.75614
H 2.29028 -2.60936 -1.83986
H 2.72914 -3.34785 -0.29087
H 3.04256 -1.62055 -0.55174
C 1.06156 -3.00527 1.47267
H 1.29507 -4.04143 1.21574
H 0.25702 -2.98910 2.20409
H 1.95880 -2.62123 1.93784
C 3.59042 -1.30285 2.42637
C 2.23245 -0.79388 3.00807
C 2.37513 -0.94560 4.38810
C 1.23172 -0.80710 4.98410
C 0.20493 -0.50098 4.06726
C -1.06554 -0.44080 5.01321
N 0.86096 -0.47804 2.83994
H 3.70522 -1.37518 1.36236
H 3.84548 -2.29125 2.85709
H 4.40511 -0.67479 2.83180
H 3.32021 -1.24585 4.88815
H 1.06580 -0.92387 6.06904
H -0.78933 0.25961 5.81609
H -2.07644 -0.17020 4.74602
H -1.12632 -1.42407 5.49767
*
```

Calculated values
total energy: -2855.92150 hartree
HOMO energy (spin up / spin down): -0.3250 / -0.3250 Ha


No. 3
This record from the OMol25 dataset describes an isolated molecule of C4H6N2O in a non-equilibrium geometry. The level of theory is ωB97M-V/def2-TZVPD.

ORCA input file:
```
! wB97M-V def2-TZVPD RIJCOSX def2/J DEFGRID3
* xyz 0 3
C -1.91962 -0.46141 -0.73477
C -0.89625 -0.82749 0.03173
C 0.23357 1.33580 0.76951
C 0.25328 -0.05250 0.22448
N 2.46266 -0.46858 -0.36925
N 1.42371 -0.75257 0.24395
O 0.26808 1.37247 -0.57388
H -2.85765 -0.99676 -0.77645
H -1.86966 0.48902 -1.10551
H -0.64283 -1.88084 0.36134
H -0.75941 1.77981 1.10810
H 1.14039 1.75273 1.25587
H 3.16373 -1.28969 -0.43513
*
```

Calculated values
total energy: -340.52991 hartree
relative energy (zero: lowest compared OMol25 entry of this formula, charge and spin): 43.29 kcal per mole
HOMO energy (spin up / spin down): -0.2700 / -0.3471 Ha


No. 4
This record from the OMol25 dataset describes a cluster of 2 separate species, C3H8OS2 in total in a non-equilibrium geometry. The level of theory is ωB97M-V/def2-TZVPD.

ORCA input file:
```
! wB97M-V def2-TZVPD RIJCOSX def2/J DEFGRID3
* xyz 1 2
C -1.05495 0.62145 2.07384
S 0.19587 -0.70391 2.15846
S 2.10541 -1.04576 1.64214
H -0.78794 1.31027 2.87859
H -1.99383 0.08930 2.20305
H -1.00620 1.23832 1.17754
H 2.31007 -1.62276 2.83337
O 0.93164 1.52208 -2.47826
C 0.16863 0.83102 -1.86166
C -0.00861 -0.61949 -2.27402
H -0.53191 1.27921 -1.12803
H -0.92896 -1.03571 -1.85379
H 0.80513 -1.29732 -2.03052
H -0.20434 -0.56668 -3.34072
*
```

Calculated values
total energy: -990.33029 hartree
relative energy (zero: lowest compared OMol25 entry of this formula, charge and spin): 39.79 kcal per mole
HOMO energy (spin up / spin down): -0.4777 / -0.4777 Ha


No. 5
This record from the OMol25 dataset describes an isolated molecule of CH3ClN2O2 in a non-equilibrium geometry. The level of theory is ωB97M-V/def2-TZVPD.

ORCA input file:
```
! wB97M-V def2-TZVPD RIJCOSX def2/J DEFGRID3
* xyz 0 1
C -0.64249 1.31777 0.12056
N 0.47029 0.45130 -0.17227
N 0.41444 -0.71991 0.15018
O -0.37836 -1.43055 0.65211
O 1.63727 -1.32197 -0.29813
Cl 1.39098 -2.80621 -1.06822
H -0.63606 2.04417 -0.55584
H -1.56967 0.90579 -0.00900
H -0.68641 1.55962 1.18061
*
```

Calculated values
total energy: -759.86667 hartree
relative energy (zero: lowest compared OMol25 entry of this formula, charge and spin): 90.84 kcal per mole
HOMO energy: -0.3865 Ha


No. 6
This record from the OMol25 dataset describes a structure of composition C8H23BaNO9P in a non-equilibrium geometry. The level of theory is ωB97M-V/def2-TZVPD.

ORCA input file:
```
! wB97M-V def2-TZVPD RIJCOSX def2/J DEFGRID3
* xyz -1 1
Ba 30.46826 20.06477 12.68140
P 33.58575 20.42514 11.91475
O 34.58745 20.05128 13.01992
O 32.68044 19.18779 11.49409
O 34.16990 20.83773 10.55578
O 32.55198 21.50238 12.44572
C 28.00930 18.07407 16.68380
C 28.41937 18.53789 15.27671
C 27.24091 19.04955 14.40972
O 27.71970 19.41727 13.15003
C 26.82952 19.84179 12.14471
N 29.55778 19.50909 15.27510
H 28.80127 18.23759 17.41350
H 27.90494 16.98722 16.68004
H 27.07986 18.56765 16.96566
H 28.81070 17.69975 14.69314
H 26.77306 19.89227 14.94264
H 26.46482 18.27792 14.36606
H 27.43218 20.42159 11.44729
H 26.09798 20.53763 12.56931
H 26.32743 19.05031 11.58822
H 30.26044 19.04776 15.86754
H 29.36016 20.23555 15.97878
C 29.12321 23.40132 12.88374
C 30.03791 23.35454 11.67879
O 29.84079 22.06187 11.02198
O 29.15088 22.19984 13.62034
H 28.10288 23.54215 12.50178
H 29.48506 24.25054 13.47122
H 31.11710 23.29397 11.89041
H 29.80776 24.08908 10.90584
H 30.44971 22.01267 10.27133
H 28.91604 22.34804 14.53675
C 29.27247 16.55387 11.94047
C 29.23874 17.11556 10.52283
O 29.15142 18.53768 10.58127
O 30.35592 17.10661 12.65998
H 29.31550 15.46497 11.83515
H 28.32578 16.85323 12.41677
H 28.32518 16.70157 10.07061
H 30.09729 16.79051 9.93425
H 29.55785 18.84824 9.76162
H 30.67747 16.41413 13.24504
*
```

Calculated values
total energy: -1417.47496 hartree
relative energy (zero: lowest compared OMol25 entry of this formula, charge and spin): 0.00 kcal per mole
HOMO energy: -0.0352 Ha


No. 7
This record from the OMol25 dataset describes an isolated molecule of C3H6S3 in a non-equilibrium geometry. The level of theory is ωB97M-V/def2-TZVPD.

ORCA input file:
```
! wB97M-V def2-TZVPD RIJCOSX def2/J DEFGRID3
* xyz 0 1
S 0.04772 1.28120 -2.25376
C 0.30338 -0.09800 -1.41419
C 0.43596 -0.33020 0.06739
S -0.44258 -1.96568 0.48116
C 0.12048 0.82281 1.05987
S -1.67059 0.94110 1.54735
H 0.44313 -1.05627 -1.89562
H 1.52931 -0.62843 0.11521
H -0.05230 -2.52617 -0.62471
H 0.75306 0.55619 1.90656
H 0.47658 1.73741 0.74795
H -1.94415 1.26605 0.26278
*
```

Calculated values
total energy: -1312.41420 hartree
relative energy (zero: lowest compared OMol25 entry of this formula, charge and spin): 28.81 kcal per mole
HOMO energy: -0.3310 Ha